(1)
{"formula": "C3H9NOS", "method": "ωB97M-V with the def2-TZVPD basis set", "de_lowest_kcal_mol": 66.7, "homo_lumo_gap_ev": [5.0, 7.5], "s_squared": 2.0057, "homo_ev": [-4.19, -10.05], "multiplicity": 3, "species": ["C", "C", "C", "N", "O", "S", "H", "H", "H", "H", "H", "H", "H", "H", "H"], "xyz": [[1.705609, -0.926789, 0.487429], [0.868930, 0.027034, -0.326930], [-2.501617, 1.325338, 0.347381], [-0.502586, -0.518090, -0.601572], [-2.764460, -1.224921, -0.275291], [-1.905927, -0.198641, 0.244666], [2.505299, -0.293325, 0.775002], [1.348101, -1.274340, 1.457164], [2.052379, -1.697894, -0.206613], [1.086399, 0.256424, -1.346691], [0.769968, 0.999450, 0.273315], [-1.837205, 1.891796, 0.888586], [-2.832864, 1.883497, -0.614485], [-0.390489, -1.470703, -0.877731], [-1.749532, -0.521111, 1.649655]], "atomic_forces_ev_per_a": [[0.54, 0.33, -1.10], [-3.32, 1.19, 1.95], [-1.70, 2.78, -5.18], [0.66, 1.31, -0.32], [-1.24, -0.18, -0.25], [3.34, -3.26, 1.77], [1.58, 0.17, 0.14], [-0.79, -0.19, -0.52], [0.14, -0.32, 0.69], [1.71, 0.23, -0.30], [-0.08, -1.12, -1.04], [1.18, 1.61, 1.81], [-0.54, -0.93, 1.83], [-0.80, -0.75, -0.46], [-0.69, -0.88, 0.95]]}

(2)
{"formula": "C4H12NO2S", "method": "ωB97M-V with the def2-TZVPD basis set", "de_lowest_kcal_mol": 20.8, "total_charge": 1, "homo_lumo_gap_ev": 9.5, "homo_ev": -13.14, "species": ["C", "C", "S", "N", "H", "H", "H", "H", "H", "H", "H", "H", "O", "C", "O", "C", "H", "H", "H", "H"], "xyz": [[0.501234, 0.312586, 1.941873], [1.108450, 0.985407, 0.688646], [2.235924, 2.333261, 1.074308], [-0.645065, -0.630049, 1.620765], [0.044229, 1.118708, 2.511258], [1.240214, -0.264823, 2.596399], [0.369796, 1.363693, -0.004592], [1.660864, 0.142795, 0.235269], [1.226032, 3.151842, 1.454016], [-1.023722, -1.066601, 2.447298], [-0.310235, -1.386969, 0.965920], [-1.441591, -0.184677, 1.134910], [-1.881352, -1.413517, -3.003337], [-1.405466, -1.344669, -1.881714], [-2.155385, -0.957718, -0.758428], [0.003670, -1.725773, -1.483406], [-3.101298, -0.851090, -1.075149], [0.650166, -0.814447, -1.228617], [0.497364, -2.086988, -2.410110], [-0.024562, -2.438697, -0.659170]], "atomic_forces_ev_per_a": [[0.14, 0.66, 0.89], [0.44, -1.86, 0.40], [-0.28, 0.03, 0.31], [0.64, -0.53, -1.46], [0.04, -0.20, 0.50], [-0.93, 0.95, -1.11], [-0.40, -0.20, -0.09], [0.17, 0.89, -0.38], [0.39, -0.05, -0.08], [-0.01, -0.26, 0.51], [-0.57, 0.85, 0.82], [0.47, -0.08, -0.07], [0.97, 0.33, 2.78], [-1.09, -0.12, -1.44], [-0.90, -0.11, -1.39], [0.95, 1.52, -1.08], [1.34, -0.08, 0.37], [-1.24, -1.14, -0.10], [-0.36, -0.36, 0.86], [0.25, -0.22, -0.26]]}

(3)
{"formula": "C13H29NOP2Pt", "method": "ωB97M-V with the def2-TZVPD basis set", "total_charge": 2, "homo_lumo_gap_ev": 6.6, "homo_ev": -15.36, "species": ["Pt", "C", "P", "C", "C", "C", "P", "C", "C", "H", "H", "H", "H", "H", "H", "H", "H", "H", "H", "H", "H", "H", "H", "H", "H", "O", "C", "C", "C", "C", "C", "C", "N", "H", "H", "H", "H", "H", "H", "H", "H", "H", "H", "H", "C", "H", "H"], "xyz": [[1.101174, -0.417779, 0.749071], [4.461128, 0.723750, 0.132028], [2.862143, 0.384064, -0.637208], [2.457463, 1.826205, -1.657525], [3.140414, -0.987033, -1.819533], [1.814395, -1.510230, -2.324036], [0.819999, -2.132617, -0.916272], [-0.836542, -2.458661, -1.559761], [1.543907, -3.740638, -0.503415], [5.219075, 0.801965, -0.649040], [4.733516, -0.070431, 0.825817], [4.416561, 1.665576, 0.679988], [3.175245, 1.881963, -2.477109], [2.523270, 2.736660, -1.061698], [1.447262, 1.744558, -2.057455], [3.707745, -1.767050, -1.306630], [3.753775, -0.626476, -2.649267], [1.963572, -2.316568, -3.046967], [1.241050, -0.722902, -2.819430], [-0.747542, -3.015183, -2.493865], [-1.366209, -1.523100, -1.736737], [-1.397362, -3.054238, -0.838826], [1.647716, -4.318089, -1.423354], [0.894830, -4.280511, 0.186271], [2.519164, -3.620744, -0.034478], [-0.832784, 0.729616, -0.115181], [-1.450673, 1.680539, 0.395667], [-1.297968, 2.131247, 1.821135], [-2.615221, 1.668315, 2.520963], [-3.361165, 0.488328, 1.842670], [-4.296761, 0.869583, 0.676207], [-3.577231, 1.297546, -0.616463], [-2.505178, 2.235045, -0.244556], [-1.176188, 3.211836, 1.900875], [-0.422479, 1.648999, 2.256389], [-3.303294, 2.511274, 2.595792], [-2.368279, 1.381418, 3.543204], [-3.989009, 0.026750, 2.605070], [-2.643470, -0.275427, 1.524358], [-4.940324, 1.687920, 1.009959], [-4.948352, 0.024471, 0.446818], [-4.269706, 1.790147, -1.294838], [-3.131701, 0.447067, -1.127021], [-2.865986, 3.067768, 0.199722], [0.987940, -0.568409, 2.783352], [0.287697, -1.257878, 3.256342], [1.624383, 0.001357, 3.458967]], "atomic_forces_ev_per_a": [[-0.31, -0.19, 0.44], [-0.40, 0.04, 0.47], [-0.66, -1.62, -0.33], [-0.38, -0.01, 0.43], [0.29, 0.25, 0.00], [-0.26, -0.35, -0.10], [1.21, 1.36, -0.45], [-0.12, 0.33, 0.58], [-0.10, 0.24, 0.44], [-0.08, 0.01, -0.10], [-0.01, -0.04, -0.05], [0.04, 0.00, -0.01], [0.08, -0.04, 0.04], [-0.01, 0.00, -0.02], [0.01, 0.00, -0.02], [0.04, 0.03, 0.01], [0.05, 0.01, 0.05], [-0.04, 0.02, -0.02], [-0.06, -0.03, -0.01], [0.13, -0.04, 0.01], [0.05, 0.02, -0.01], [-0.04, 0.00, -0.04], [-0.07, 0.03, -0.04], [0.01, 0.00, 0.00], [0.01, 0.01, -0.03], [0.23, -0.12, -0.04], [-0.13, 0.30, 0.12], [0.01, -0.19, -0.08], [0.02, -0.17, -0.05], [-0.09, 0.21, 0.04], [0.23, -0.03, -0.18], [-0.31, -0.09, 0.25], [0.16, -0.07, -0.29], [0.03, 0.00, -0.02], [0.03, 0.07, 0.03], [0.02, 0.03, 0.02], [0.00, 0.06, 0.00], [0.06, -0.03, 0.02], [-0.04, -0.07, 0.02], [-0.05, -0.02, 0.00], [-0.05, 0.04, 0.01], [0.08, -0.02, -0.09], [0.03, 0.05, -0.03], [-0.03, -0.03, 0.15], [0.32, 0.29, -1.79], [0.26, -0.05, 0.34], [-0.19, -0.17, 0.34]]}

(4)
{"formula": "C11H7I2N3O", "method": "ωB97M-V with the def2-TZVPD basis set", "de_lowest_kcal_mol": 19.2, "homo_lumo_gap_ev": 7.6, "homo_ev": -8.41, "smiles": "O=c1[nH][nH]c2c(I)c(-n3cccc3)c(I)cc12", "species": ["O", "C", "N", "N", "C", "C", "I", "C", "N", "C", "C", "C", "C", "C", "I", "C", "C", "H", "H", "H", "H", "H", "H", "H"], "xyz": [[-0.638119, -4.711743, 0.285030], [-0.990955, -3.603891, -0.089021], [-2.299476, -3.411322, -0.513994], [-2.458050, -1.988380, -0.588412], [-1.228081, -1.406482, -0.386773], [-0.916071, -0.049240, -0.454947], [-2.469466, 1.560477, -0.768405], [0.455198, 0.308325, -0.022662], [0.860582, 1.637838, 0.002581], [0.401082, 2.402487, 1.055436], [0.721986, 3.741377, 0.807116], [1.509888, 3.704794, -0.379611], [1.608060, 2.377942, -0.786128], [1.386565, -0.713180, 0.303390], [3.322532, -0.291331, 1.395638], [1.025601, -2.080042, 0.228117], [-0.280249, -2.367321, -0.120861], [-2.984479, -3.944523, 0.066741], [-3.068938, -1.503320, -1.222558], [-0.115980, 2.117951, 1.920135], [0.554809, 4.502375, 1.444149], [1.861257, 4.513741, -0.981006], [2.099273, 2.185909, -1.737804], [1.643030, -2.982441, 0.543849]], "atomic_forces_ev_per_a": [[0.38, 0.57, -0.03], [-0.09, -3.39, 0.39], [-0.58, 1.22, -0.11], [-0.16, 0.21, 1.08], [-1.06, 1.23, -0.71], [1.74, 1.60, 1.15], [1.61, -1.81, 0.16], [-1.13, -2.16, -1.54], [-1.59, -0.99, 3.18], [0.36, 3.17, -0.94], [1.27, -4.17, -2.15], [-0.41, -0.79, 0.29], [1.15, 3.37, -2.49], [0.48, -0.87, 0.81], [-1.83, -0.16, -1.27], [0.58, -0.27, 0.78], [0.87, 0.78, 0.11], [0.63, 0.97, -0.76], [-0.38, -0.70, -0.40], [-0.67, -1.27, 0.63], [-0.66, 2.47, 1.84], [0.40, 0.37, 0.04], [-0.41, -1.05, 0.41], [-0.48, 1.66, -0.47]]}

(5)
{"formula": "C8H17O4P", "method": "ωB97M-V with the def2-TZVPD basis set", "de_lowest_kcal_mol": 11.7, "homo_lumo_gap_ev": 8.4, "homo_ev": -7.64, "species": ["C", "C", "C", "C", "C", "C", "C", "C", "O", "O", "O", "O", "P", "H", "H", "H", "H", "H", "H", "H", "H", "H", "H", "H", "H", "H", "H", "H", "H", "H"], "xyz": [[0.619491, 2.409812, -1.051960], [0.554314, 1.624708, -2.314777], [1.035581, 1.155314, -0.502222], [1.820141, 1.273964, -3.091896], [-1.038386, -3.071280, 0.118619], [-0.941430, 0.662304, 3.843903], [-0.168522, -2.324464, -0.830397], [-1.402838, 0.210049, 2.490704], [-1.682000, 0.083972, -0.568735], [2.318411, 0.900871, -0.296562], [0.543568, -1.327161, -0.110035], [-0.297654, 0.353687, 1.554217], [-0.311323, 0.010354, 0.005027], [1.440668, 3.141776, -1.196149], [-0.321840, 2.847226, -0.657306], [-0.257335, 1.080114, -2.626423], [1.734665, 0.155475, -3.221799], [2.696284, 1.428574, -2.437342], [1.998655, 1.788998, -4.089229], [-0.658347, -3.636066, 0.918442], [-1.691540, -2.363902, 0.580673], [-1.783476, -3.785018, -0.486845], [-1.762174, 1.011543, 4.574456], [-0.511701, -0.123345, 4.497436], [-0.275261, 1.542047, 3.769177], [-0.758222, -1.730782, -1.518724], [0.523280, -3.098409, -1.267143], [-2.255198, 0.696530, 1.929362], [-1.696433, -0.867578, 2.403923], [2.528623, -0.049315, -0.418394]], "atomic_forces_ev_per_a": [[-0.20, 2.97, -0.96], [3.06, -0.68, 2.00], [-3.39, -1.30, -2.26], [-0.04, -0.47, -0.05], [-3.57, -1.19, -2.02], [-1.10, 0.94, 2.31], [0.77, -1.85, -0.10], [-1.08, -1.26, -2.46], [1.30, -0.28, 0.02], [1.70, -0.92, 0.42], [0.29, -0.28, 0.13], [0.37, 0.03, 0.71], [1.07, 2.50, 0.94], [-0.59, -0.14, 0.78], [0.71, -0.17, -0.34], [-2.27, -0.78, -0.31], [0.45, 1.06, -0.46], [-0.22, 0.11, -0.55], [-0.42, -0.57, 1.21], [1.36, -0.79, 0.67], [-0.74, 0.57, 0.34], [1.67, 1.41, 1.18], [0.61, -0.36, -1.61], [0.37, 0.23, -0.98], [-0.12, -0.65, -0.08], [-0.25, -0.97, -0.82], [-0.27, 1.42, -0.08], [0.67, 0.17, 1.43], [0.23, 0.65, 0.80], [-0.37, 0.59, 0.14]]}

(6)
{"formula": "C33H26BFI2N3O6Pb", "method": "ωB97M-V with the def2-TZVPD basis set", "de_lowest_kcal_mol": 0.0, "total_charge": -1, "homo_lumo_gap_ev": 6.4, "homo_ev": -4.50, "species": ["Pb", "I", "C", "C", "C", "I", "C", "O", "C", "C", "N", "C", "C", "C", "C", "C", "C", "N", "C", "H", "H", "H", "H", "H", "H", "H", "H", "H", "H", "H", "C", "C", "C", "C", "C", "C", "C", "F", "C", "C", "C", "O", "C", "C", "N", "C", "C", "O", "O", "H", "H", "H", "H", "H", "H", "H", "H", "H", "H", "H", "O", "B", "O", "C", "C", "C", "C", "C", "C", "H", "H", "H", "H"], "xyz": [[1.837839, -0.289430, 1.358273], [-1.659113, 7.191646, -0.846741], [-0.587639, 5.467201, -0.256672], [0.290167, 5.536873, 0.811456], [0.916247, 4.375992, 1.204407], [2.225822, 4.412420, 2.855213], [0.741256, 3.098062, 0.590726], [1.319959, 2.070669, 1.087620], [-0.143095, 3.108721, -0.536590], [-0.407867, 1.846818, -1.315345], [0.761401, 1.276863, -1.951769], [1.443291, 2.078843, -2.948927], [2.596255, 2.903018, -2.413511], [2.641761, 4.285128, -2.562713], [3.750863, 4.975073, -2.104486], [4.768295, 4.270706, -1.483115], [4.628775, 2.894833, -1.370230], [3.588880, 2.221677, -1.841739], [-0.791250, 4.269967, -0.921207], [0.468087, 6.466858, 1.332858], [-0.786619, 1.084037, -0.631092], [-1.202666, 2.069009, -2.051451], [0.599246, 0.337628, -2.270798], [1.876883, 1.396513, -3.681528], [0.745417, 2.742571, -3.484267], [1.813610, 4.814656, -3.017546], [3.811902, 6.050959, -2.215020], [5.644611, 4.771143, -1.095060], [5.392462, 2.299960, -0.877454], [-1.468044, 4.228937, -1.766839], [-4.285632, -3.493263, 4.692048], [-4.250517, -3.961559, 3.236442], [-5.620485, -3.917412, 2.568497], [-6.121418, -2.480756, 2.478477], [-5.073216, -1.601321, 1.843669], [-5.438159, -0.436744, 1.203325], [-4.473855, 0.361248, 0.600666], [-4.878759, 1.479433, -0.031159], [-3.147013, 0.037251, 0.638262], [-2.751285, -1.148877, 1.265471], [-1.314908, -1.484100, 1.309858], [-0.510249, -0.656901, 0.842599], [-1.006484, -2.762960, 1.878585], [-2.008526, -3.513432, 2.403629], [-3.309434, -3.151509, 2.465097], [-3.714331, -1.972967, 1.869677], [0.396150, -3.406387, 1.949201], [0.397901, -4.636543, 2.071199], [1.386050, -2.629580, 1.921999], [-5.081275, -4.005795, 5.235135], [-4.456308, -2.417838, 4.748614], [-3.336027, -3.709346, 5.181178], [-3.879573, -4.987237, 3.206866], [-6.319271, -4.539682, 3.128472], [-5.529601, -4.328947, 1.560228], [-6.374295, -2.105621, 3.474311], [-7.034963, -2.442058, 1.883548], [-6.479538, -0.141832, 1.165774], [-2.395802, 0.682258, 0.203822], [-1.750236, -4.486082, 2.805167], [2.980238, -0.971169, -2.060976], [3.025912, -1.197964, -0.670616], [4.086964, -2.093042, -0.431991], [4.670802, -2.373446, -1.628212], [5.739813, -3.193436, -1.917771], [6.149069, -3.259450, -3.248290], [5.501351, -2.531850, -4.238814], [4.404405, -1.723657, -3.944846], [4.000635, -1.669518, -2.628628], [6.231835, -3.758895, -1.137505], [6.995063, -3.881520, -3.511858], [5.859586, -2.584373, -5.259226], [3.898652, -1.160470, -4.718377]], "atomic_forces_ev_per_a": [[0.38, -0.16, 0.14], [0.18, -0.23, 0.05], [-0.22, 0.37, -0.15], [-0.06, -0.02, -0.02], [0.38, -0.20, 0.25], [-0.14, 0.09, -0.19], [-0.08, 0.25, 0.27], [-0.25, -0.02, -0.60], [0.24, -0.15, -0.06], [-0.14, -0.08, -0.01], [0.39, 0.17, 0.18], [-0.19, -0.07, 0.01], [-0.01, 0.00, 0.07], [-0.06, 0.01, -0.01], [0.01, 0.05, 0.06], [-0.03, 0.01, -0.02], [0.04, 0.03, 0.01], [-0.08, -0.07, 0.10], [0.05, 0.02, -0.04], [0.00, -0.01, 0.02], [0.15, 0.02, -0.12], [-0.03, 0.03, 0.07], [0.04, -0.11, 0.02], [-0.02, -0.04, -0.05], [0.03, 0.03, -0.01], [-0.03, -0.05, 0.01], [-0.02, 0.00, 0.02], [0.01, -0.01, 0.03], [0.03, 0.03, -0.04], [-0.01, 0.01, 0.00], [0.04, -0.04, -0.10], [-0.22, -0.09, 0.19], [0.06, 0.12, -0.03], [0.06, -0.09, -0.05], [-0.16, 0.00, 0.03], [0.02, -0.08, 0.03], [0.10, -0.09, 0.08], [-0.01, 0.06, 0.01], [-0.04, 0.10, -0.04], [-0.07, -0.04, 0.15], [-0.19, -0.08, 0.13], [0.14, -0.09, -0.15], [0.45, 0.04, -0.15], [-0.20, 0.06, 0.07], [0.23, -0.16, -0.11], [0.02, 0.28, -0.17], [-0.21, -0.13, 0.04], [0.06, 0.11, 0.04], [-0.07, 0.01, -0.16], [0.01, 0.00, 0.02], [-0.02, 0.00, 0.02], [0.01, 0.03, 0.01], [0.05, 0.03, -0.05], [0.02, -0.02, 0.00], [-0.02, -0.05, 0.02], [0.00, 0.00, 0.00], [-0.02, 0.04, 0.03], [0.00, 0.02, -0.05], [-0.12, -0.05, 0.02], [-0.01, 0.01, 0.03], [-0.28, 0.15, -0.13], [-0.31, 0.15, -0.09], [0.13, -0.12, 0.35], [-0.09, 0.12, -0.45], [-0.06, 0.02, 0.22], [0.04, 0.01, -0.05], [0.05, -0.02, -0.01], [-0.11, 0.05, -0.01], [0.19, -0.17, 0.27], [0.03, 0.02, -0.01], [-0.01, -0.01, 0.00], [-0.02, -0.03, 0.00], [-0.03, 0.02, 0.05]]}

no.,electronic energy (eV)
1,-17621.2564
2,-20756.2429
3,-39297.1482
4,-34237.1674
5,-26049.2702
6,-76246.6738